1.
{
  "formula": "C70H160N10O11",
  "method": "ωB97M-V/def2-TZVPD",
  "species": ["C", "C", "C", "O", "C", "N", "H", "H", "H", "H", "H", "H", "H", "H", "H", "H", "H", "C", "C", "C", "O", "C", "N", "H", "H", "H", "H", "H", "H", "H", "H", "H", "H", "H", "C", "C", "C", "O", "C", "N", "H", "H", "H", "H", "H", "H", "H", "H", "H", "H", "H", "C", "C", "C", "O", "C", "N", "H", "H", "H", "H", "H", "H", "H", "H", "H", "H", "H", "O", "H", "H", "C", "C", "C", "C", "C", "C", "N", "O", "C", "C", "C", "H", "H", "H", "H", "H", "H", "H", "H", "H", "H", "H", "H", "H", "H", "H", "H", "H", "H", "H", "C", "C", "C", "C", "C", "C", "N", "O", "C", "C", "C", "H", "H", "H", "H", "H", "H", "H", "H", "H", "H", "H", "H", "H", "H", "H", "H", "H", "H", "H", "C", "C", "C", "C", "C", "C", "N", "O", "C", "C", "C", "H", "H", "H", "H", "H", "H", "H", "H", "H", "H", "H", "H", "H", "H", "H", "H", "H", "H", "H", "C", "C", "C", "C", "C", "C", "N", "O", "C", "C", "C", "H", "H", "H", "H", "H", "H", "H", "H", "H", "H", "H", "H", "H", "H", "H", "H", "H", "H", "H", "C", "C", "C", "C", "C", "C", "N", "O", "C", "C", "C", "H", "H", "H", "H", "H", "H", "H", "H", "H", "H", "H", "H", "H", "H", "H", "H", "H", "H", "H", "C", "C", "C", "C", "C", "C", "N", "O", "C", "C", "C", "H", "H", "H", "H", "H", "H", "H", "H", "H", "H", "H", "H", "H", "H", "H", "H", "H", "H", "H"],
  "positions_angstrom": [[-5.564, 4.661, 0.436], [-4.835, 3.345, 0.726], [-5.896, 2.335, 1.072], [-5.247, 1.106, 1.564], [-6.203, 0.034, 1.442], [-4.172, 2.800, -0.494], [-5.875, 5.069, 1.412], [-6.447, 4.512, -0.216], [-4.995, 5.389, -0.104], [-4.048, 3.398, 1.537], [-6.325, 2.116, 0.132], [-6.566, 2.635, 1.847], [-5.715, -0.923, 1.795], [-6.368, -0.060, 0.385], [-7.101, 0.318, 1.967], [-3.622, 3.458, -1.007], [-3.520, 2.038, -0.330], [1.917, 1.268, 6.285], [1.352, 1.036, 4.887], [0.402, 2.192, 4.474], [-0.452, 1.820, 3.376], [-1.353, 2.824, 3.013], [2.325, 0.842, 3.832], [2.699, 0.551, 6.521], [1.180, 1.121, 7.045], [2.281, 2.301, 6.457], [0.738, 0.143, 4.888], [0.974, 3.099, 4.125], [-0.205, 2.535, 5.358], [-2.210, 2.926, 3.746], [-1.800, 2.636, 2.011], [-0.831, 3.769, 2.911], [2.725, -0.078, 3.978], [1.772, 0.672, 2.986], [5.353, -4.310, -2.225], [4.109, -4.485, -3.090], [3.041, -3.508, -2.707], [3.516, -2.182, -2.903], [2.796, -1.132, -2.343], [4.607, -4.530, -4.449], [6.076, -5.074, -2.487], [5.085, -4.500, -1.208], [5.761, -3.327, -2.292], [3.855, -5.509, -2.797], [2.893, -3.661, -1.703], [2.104, -3.634, -3.195], [3.052, -0.175, -2.715], [2.857, -1.095, -1.238], [1.714, -1.178, -2.562], [3.881, -4.681, -5.124], [5.337, -3.822, -4.620], [-2.437, 5.623, -6.012], [-2.893, 4.509, -5.009], [-1.953, 4.450, -3.795], [-0.629, 4.135, -4.157], [0.397, 4.430, -3.265], [-4.314, 4.719, -4.624], [-2.618, 6.540, -5.417], [-2.968, 5.638, -6.930], [-1.403, 5.602, -6.167], [-2.803, 3.547, -5.558], [-2.307, 3.777, -3.065], [-2.041, 5.471, -3.362], [0.064, 5.192, -2.523], [1.282, 4.862, -3.792], [0.844, 3.594, -2.657], [-4.911, 3.870, -4.526], [-4.876, 5.443, -5.034], [0.252, -0.193, 1.187], [0.037, 0.581, 1.783], [-0.554, -0.752, 1.363], [-6.356, 3.907, 4.676], [-5.310, 3.454, 5.763], [-5.960, 3.449, 7.149], [-5.013, 2.797, 8.206], [-4.792, 1.351, 7.797], [-4.293, 1.235, 6.260], [-5.016, 2.026, 5.336], [-4.303, 2.024, 4.109], [-2.710, 1.556, 6.236], [-4.549, -0.207, 5.936], [-4.193, 4.522, 5.710], [-6.648, 4.959, 4.802], [-7.231, 3.254, 4.783], [-5.922, 3.825, 3.639], [-6.145, 4.475, 7.450], [-6.882, 2.882, 7.142], [-5.370, 2.907, 9.231], [-4.086, 3.351, 8.318], [-5.735, 0.757, 7.913], [-3.996, 0.926, 8.535], [-2.150, 1.034, 7.011], [-2.263, 1.337, 5.262], [-2.631, 2.576, 6.453], [-5.648, -0.303, 5.865], [-4.035, -0.411, 4.945], [-4.015, -0.842, 6.677], [-4.697, 5.452, 5.516], [-3.557, 4.373, 4.873], [-3.592, 4.621, 6.618], [-4.705, 1.388, 3.488], [3.829, 4.782, 0.771], [3.159, 3.405, 0.406], [3.056, 3.229, -1.150], [4.349, 3.009, -1.786], [5.024, 1.807, -1.194], [5.245, 1.826, 0.297], [3.943, 2.144, 0.948], [4.286, 2.431, 2.337], [5.717, 0.472, 0.789], [6.375, 2.847, 0.592], [1.759, 3.407, 0.980], [3.135, 5.585, 0.496], [4.759, 4.975, 0.281], [4.038, 4.826, 1.800], [2.297, 2.430, -1.319], [2.629, 4.175, -1.536], [4.903, 3.917, -1.714], [4.269, 2.899, -2.842], [6.017, 1.634, -1.675], [4.325, 0.977, -1.403], [5.276, -0.358, 0.236], [6.790, 0.369, 0.614], [5.603, 0.372, 1.809], [6.402, 3.069, 1.660], [7.363, 2.361, 0.417], [6.411, 3.777, -0.047], [1.725, 3.965, 1.973], [1.352, 2.348, 1.069], [1.128, 4.061, 0.345], [3.592, 1.968, 2.854], [1.151, 2.213, -6.644], [2.346, 1.266, -6.418], [1.891, -0.233, -6.635], [3.011, -1.138, -6.812], [3.862, -0.734, -7.945], [4.480, 0.593, -7.795], [3.294, 1.547, -7.504], [3.814, 2.810, -7.095], [5.537, 0.566, -6.700], [5.062, 1.102, -9.066], [2.872, 1.414, -4.977], [0.287, 1.887, -6.028], [0.926, 2.309, -7.768], [1.409, 3.208, -6.270], [1.301, -0.548, -5.776], [1.186, -0.364, -7.552], [2.557, -2.155, -7.070], [3.666, -1.236, -5.961], [3.235, -0.709, -8.761], [4.574, -1.554, -8.116], [6.111, -0.351, -6.883], [6.233, 1.331, -6.733], [5.125, 0.584, -5.663], [5.988, 0.613, -9.320], [4.384, 0.849, -9.876], [5.159, 2.186, -9.002], [3.462, 0.492, -4.720], [1.993, 1.523, -4.274], [3.555, 2.336, -4.913], [3.954, 3.408, -7.867], [-1.845, -1.869, 3.859], [-2.198, -2.730, 2.701], [-3.486, -2.200, 2.022], [-3.628, -2.907, 0.673], [-2.394, -2.814, -0.201], [-1.095, -3.433, 0.423], [-1.061, -2.583, 1.663], [0.160, -2.964, 2.312], [-1.033, -4.997, 0.636], [0.127, -2.955, -0.378], [-2.351, -4.177, 3.282], [-0.951, -2.309, 4.288], [-2.630, -1.980, 4.660], [-1.666, -0.757, 3.635], [-4.221, -2.675, 2.679], [-3.576, -1.132, 1.970], [-4.427, -2.582, 0.141], [-3.813, -3.993, 0.853], [-2.094, -1.745, -0.322], [-2.613, -3.319, -1.146], [-2.009, -5.497, 0.865], [-0.635, -5.350, -0.340], [-0.320, -5.367, 1.422], [1.075, -3.124, 0.110], [0.259, -3.489, -1.257], [0.033, -1.900, -0.591], [-1.391, -4.601, 3.493], [-2.882, -4.943, 2.657], [-2.860, -4.136, 4.252], [0.681, -2.078, 2.416], [-5.217, -0.446, -2.434], [-4.041, -0.417, -3.412], [-2.839, 0.319, -2.700], [-1.577, 0.247, -3.478], [-1.237, -1.196, -3.549], [-2.260, -2.055, -4.304], [-3.601, -1.768, -3.631], [-4.650, -2.451, -4.322], [-2.220, -1.677, -5.825], [-1.965, -3.551, -4.226], [-4.570, 0.299, -4.653], [-6.022, -1.073, -2.814], [-5.691, 0.499, -2.245], [-4.896, -0.984, -1.539], [-3.192, 1.363, -2.588], [-2.709, -0.101, -1.720], [-0.856, 0.916, -2.930], [-1.788, 0.647, -4.445], [-1.005, -1.635, -2.532], [-0.345, -1.199, -4.246], [-1.293, -2.141, -6.226], [-3.075, -2.190, -6.309], [-2.132, -0.667, -6.068], [-2.755, -4.103, -4.733], [-1.046, -3.733, -4.721], [-1.832, -3.893, -3.185], [-5.002, 1.239, -4.434], [-5.381, -0.211, -5.188], [-3.835, 0.503, -5.390], [-4.840, -3.232, -3.769], [4.539, -3.333, 1.962], [4.341, -4.476, 2.996], [5.153, -4.312, 4.309], [4.727, -5.087, 5.579], [3.336, -4.701, 5.941], [2.455, -5.098, 4.754], [2.878, -4.455, 3.471], [1.990, -5.046, 2.497], [2.325, -6.672, 4.792], [1.026, -4.592, 5.054], [4.650, -5.791, 2.287], [4.460, -3.765, 0.946], [5.532, -2.950, 2.075], [3.777, -2.495, 2.179], [6.127, -4.698, 3.988], [5.403, -3.240, 4.481], [5.456, -4.782, 6.389], [4.807, -6.140, 5.338], [3.367, -3.623, 6.131], [2.956, -5.277, 6.805], [1.682, -6.932, 5.622], [2.034, -7.138, 3.813], [3.263, -7.141, 5.087], [0.738, -5.079, 5.954], [1.022, -3.442, 5.119], [0.323, -4.800, 4.262], [5.664, -5.580, 1.948], [3.964, -5.902, 1.441], [4.646, -6.602, 2.945], [1.475, -4.270, 2.272]],
  "multiplicity": 1,
  "total_charge": 0,
  "smiles": "CC1(C)CCCC(C)(C)N1O.CC1(C)CCCC(C)(C)N1O.CC1(C)CCCC(C)(C)N1O.CC1(C)CCCC(C)(C)N1O.CC1(C)CCCC(C)(C)N1O.CC1(C)CCCC(C)(C)N1O.COC[C@H](C)N.COC[C@H](C)N.COC[C@H](C)N.COC[C@H](C)N.O",
  "e_lumo_ha": 0.0200,
  "homo_energy_ha": -0.3033
}

***

2.
{
  "formula": "C16H14BIrN6S4",
  "method": "ωB97M-V/def2-TZVPD",
  "species": ["Ir", "C", "N", "C", "C", "N", "B", "N", "C", "C", "N", "C", "C", "S", "C", "S", "H", "H", "H", "H", "H", "H", "H", "H", "H", "H", "H", "H", "S", "C", "C", "C", "C", "N", "C", "C", "C", "S", "C", "N", "H", "H"],
  "positions_angstrom": [[-0.072, 0.519, -0.644], [1.840, -3.449, 2.631], [0.735, -2.568, 2.881], [-0.078, -2.581, 3.972], [-1.059, -1.667, 3.750], [-0.853, -1.094, 2.528], [-1.860, -0.153, 1.828], [-1.783, 1.265, 2.447], [-2.274, 1.588, 3.676], [-2.201, 2.937, 3.837], [-1.665, 3.446, 2.693], [-1.476, 4.833, 2.362], [-1.409, 2.412, 1.860], [-0.729, 2.669, 0.313], [0.250, -1.656, 2.010], [1.039, -1.366, 0.522], [2.150, -3.916, 3.562], [2.675, -2.897, 2.197], [1.533, -4.223, 1.926], [0.095, -3.227, 4.807], [-1.898, -1.418, 4.363], [-1.547, -0.067, 0.639], [-2.952, -0.575, 1.971], [-2.659, 0.840, 4.337], [-2.490, 3.549, 4.666], [-1.718, 5.451, 3.222], [-2.123, 5.102, 1.526], [-0.444, 5.010, 2.061], [-1.097, -0.313, -2.773], [0.284, -0.406, -3.800], [0.100, -1.039, -5.036], [1.126, -1.135, -5.956], [0.902, -1.759, -7.206], [0.708, -2.261, -8.216], [2.401, -0.600, -5.643], [2.594, 0.033, -4.429], [1.554, 0.157, -3.497], [1.902, 1.048, -2.067], [3.467, -0.703, -6.568], [4.341, -0.780, -7.303], [-0.870, -1.455, -5.261], [3.561, 0.447, -4.187]],
  "multiplicity": 2,
  "total_charge": 1,
  "e_lumo_ha": [-0.2286, -0.2193],
  "homo_energy_ha": [-0.4139, -0.4134],
  "de_lowest_kcal_mol": 25.2
}

***

3.
{
  "formula": "C11H20N4",
  "method": "ωB97M-V/def2-TZVPD",
  "species": ["C", "C", "C", "C", "C", "C", "C", "C", "C", "C", "C", "N", "N", "N", "N", "H", "H", "H", "H", "H", "H", "H", "H", "H", "H", "H", "H", "H", "H", "H", "H", "H", "H", "H", "H"],
  "positions_angstrom": [[-1.146, -1.457, 1.161], [-1.567, 0.889, 1.464], [2.219, 1.576, 0.878], [1.614, 0.939, 2.091], [-0.045, -1.965, -2.615], [0.328, -0.983, -3.681], [-1.423, -0.418, 2.241], [1.473, 0.288, 0.755], [0.776, -0.761, -2.267], [0.011, 0.142, -0.057], [0.774, 1.645, -1.900], [-0.469, -1.186, 0.144], [-0.903, 1.124, 0.426], [-2.602, -0.737, 3.106], [0.144, 0.357, -1.540], [-1.557, -2.453, 1.255], [-2.293, 1.623, 1.783], [1.764, 2.495, 0.546], [3.289, 1.539, 0.740], [2.260, 0.448, 2.804], [0.784, 1.469, 2.533], [-1.072, -2.008, -2.292], [0.446, -2.924, -2.595], [1.067, -1.258, -4.417], [-0.451, -0.349, -4.079], [-0.522, -0.355, 2.861], [2.029, -0.621, 0.571], [1.819, -0.873, -2.010], [1.836, 1.610, -1.674], [0.651, 1.816, -2.967], [0.299, 2.453, -1.350], [-2.347, -0.778, 4.104], [-3.010, -1.652, 2.856], [-3.348, -0.030, 3.003], [-0.826, 0.397, -1.880]],
  "multiplicity": 1,
  "total_charge": 2,
  "smiles": "C[N@@H+](C1CC1)[C@]1(C2CC2)N=C[C@H]([NH3+])C=N1",
  "e_lumo_ha": -0.2616,
  "homo_energy_ha": -0.6246
}

***

4.
{
  "formula": "C32H28N4O5PdS4",
  "method": "ωB97M-V/def2-TZVPD",
  "species": ["Pd", "O", "C", "C", "C", "C", "C", "C", "N", "H", "H", "H", "H", "H", "H", "H", "N", "C", "C", "C", "C", "C", "C", "S", "O", "O", "O", "H", "H", "H", "H", "H", "H", "N", "C", "N", "C", "C", "C", "C", "C", "C", "H", "H", "H", "H", "H", "H", "O", "C", "C", "C", "C", "C", "S", "C", "C", "C", "C", "S", "C", "C", "C", "C", "S", "H", "H", "H", "H", "H", "H", "H", "H", "H"],
  "positions_angstrom": [[0.085, -0.631, 0.496], [-1.344, 0.135, 2.273], [-1.855, -0.800, 3.215], [-1.231, -2.175, 3.111], [-1.407, -3.102, 4.132], [-0.853, -4.359, 3.998], [-0.137, -4.656, 2.844], [-0.014, -3.675, 1.883], [-0.553, -2.454, 2.007], [-0.552, 0.546, 2.656], [-2.927, -0.900, 3.035], [-1.727, -0.420, 4.230], [-1.965, -2.824, 5.018], [-0.969, -5.098, 4.779], [0.309, -5.628, 2.688], [0.523, -3.872, 0.967], [1.300, -1.982, -1.012], [0.249, -2.124, -2.029], [0.417, -1.694, -3.334], [-0.660, -1.712, -4.215], [-1.899, -2.190, -3.805], [-2.038, -2.698, -2.518], [-0.970, -2.662, -1.638], [-3.355, -2.083, -4.861], [-3.855, -0.730, -4.609], [-4.229, -3.122, -4.349], [-2.846, -2.283, -6.201], [2.052, -1.368, -1.305], [1.677, -2.896, -0.793], [1.371, -1.285, -3.647], [-0.552, -1.341, -5.226], [-3.001, -3.095, -2.221], [-1.099, -3.037, -0.633], [-3.100, 0.563, -2.064], [-2.651, 0.092, -0.899], [-1.353, 0.225, -0.781], [-0.916, 0.858, -1.950], [0.357, 1.252, -2.359], [0.467, 1.831, -3.604], [-0.659, 2.020, -4.430], [-1.922, 1.645, -4.026], [-2.019, 1.063, -2.767], [-4.023, 0.413, -2.449], [-3.292, -0.369, -0.165], [1.211, 1.124, -1.705], [1.441, 2.136, -3.965], [-0.527, 2.455, -5.412], [-2.786, 1.769, -4.663], [1.782, 0.508, 0.496], [1.805, 1.628, 1.333], [0.832, 2.685, 0.833], [0.949, 3.337, -0.357], [-0.153, 4.184, -0.647], [-1.090, 4.169, 0.341], [-0.629, 3.138, 1.621], [1.527, 1.181, 2.776], [1.563, -0.110, 3.221], [1.374, -0.232, 4.629], [1.218, 0.978, 5.231], [1.302, 2.257, 4.100], [3.221, 2.197, 1.286], [3.683, 3.413, 1.685], [5.094, 3.542, 1.533], [5.662, 2.419, 1.015], [4.497, 1.205, 0.708], [1.798, 3.201, -1.013], [-0.244, 4.769, -1.552], [-2.014, 4.722, 0.402], [1.797, -0.942, 2.573], [1.376, -1.173, 5.162], [1.079, 1.195, 6.279], [3.039, 4.193, 2.071], [5.651, 4.433, 1.787], [6.703, 2.244, 0.790]],
  "multiplicity": 3,
  "total_charge": 0,
  "e_lumo_ha": [-0.0150, -0.0567],
  "homo_energy_ha": [-0.2906, -0.2906],
  "de_lowest_kcal_mol": 16.8
}

***

5.
{
  "formula": "C18H37OP3STb",
  "method": "ωB97M-V/def2-TZVPD",
  "species": ["Tb", "P", "P", "P", "H", "C", "C", "H", "C", "C", "C", "C", "C", "C", "C", "C", "C", "H", "H", "H", "H", "H", "H", "H", "H", "H", "H", "H", "H", "H", "H", "H", "H", "H", "H", "H", "H", "H", "H", "H", "H", "H", "H", "H", "H", "H", "C", "C", "C", "C", "C", "C", "S", "H", "H", "H", "H", "H", "H", "O", "C"],
  "positions_angstrom": [[-0.598, 0.150, 0.299], [1.410, 0.645, 2.191], [-2.274, 1.784, 1.707], [0.865, 1.711, -1.406], [0.153, -4.919, 2.017], [0.898, -4.509, 1.324], [2.031, -3.875, 1.677], [2.303, -3.736, 2.743], [1.546, -0.194, 3.805], [1.541, 2.418, 2.710], [3.102, 0.350, 1.548], [-3.954, 1.278, 1.192], [-2.337, 1.917, 3.518], [-2.076, 3.495, 1.083], [2.136, 0.928, -2.461], [1.600, 3.324, -0.989], [-0.320, 2.148, -2.743], [0.592, -4.564, 0.255], [2.754, -3.525, 0.921], [1.576, -1.277, 3.616], [0.663, 0.054, 4.407], [2.461, 0.108, 4.332], [0.757, 2.659, 3.444], [1.422, 3.085, 1.842], [2.526, 2.610, 3.167], [3.267, -0.731, 1.464], [3.843, 0.766, 2.246], [3.245, 0.801, 0.558], [-4.717, 1.997, 1.516], [-4.186, 0.291, 1.618], [-3.982, 1.202, 0.094], [-3.209, 2.513, 3.822], [-1.419, 2.391, 3.899], [-2.430, 0.909, 3.952], [-2.979, 4.095, 1.253], [-1.883, 3.458, -0.002], [-1.218, 3.980, 1.573], [2.158, 1.493, -3.404], [1.861, -0.119, -2.663], [3.112, 0.970, -1.954], [1.887, 3.789, -1.938], [2.488, 3.186, -0.352], [0.865, 3.956, -0.463], [0.284, 2.479, -3.598], [-0.995, 2.955, -2.421], [-0.913, 1.267, -3.037], [-0.753, -2.358, -2.972], [-1.778, -2.235, -3.940], [-1.902, -3.197, -4.930], [-0.971, -4.259, -4.980], [0.120, -4.316, -4.092], [0.247, -3.351, -3.103], [-0.681, -1.261, -1.670], [-1.258, -1.648, -0.335], [-2.459, -1.381, -3.880], [-2.739, -3.093, -5.633], [-1.120, -5.034, -5.735], [0.862, -5.130, -4.173], [1.116, -3.370, -2.430], [-1.426, -1.823, 3.237], [-1.112, -1.257, 2.277]],
  "multiplicity": 7,
  "total_charge": 3,
  "e_lumo_ha": [-0.4011, -0.3944],
  "homo_energy_ha": [-0.6453, -0.6454]
}

***

Listing E for the structures above in their given order: -4137.8480 -2668.3955 -649.4715 -3552.0353 -3028.9641 Eh.